Entry 1:
This record from the OMol25 dataset describes C18H20FNO3S in the gas phase in a non-equilibrium geometry. The level of theory is ωB97M-V/def2-TZVPD.

For the energy relative to the best compared isomer or geometry (same formula, charge and spin), the calculation gives 0.0 kJ/mol. Its LUMO energy is 0.556 eV. The total energy comes out at -1476.44057 Eh. For the HOMO energy, the calculation gives -8.582 eV.

Atoms and positions in Å:
O  2.631  -1.900  -0.901
C  1.990  -0.921  -1.237
N  2.541  0.290  -1.505
C  3.885  0.590  -1.085
C  3.887  1.308  0.286
C  5.276  1.264  0.934
C  5.252  -0.076  1.680
C  3.751  -0.415  1.786
O  3.036  0.664  1.204
C  0.533  -0.969  -1.429
C  -0.343  -2.008  -1.252
C  -1.630  -1.489  -1.505
C  -1.454  -0.170  -1.825
C  -2.442  0.879  -2.151
S  -2.376  2.287  -0.971
C  -2.428  1.402  0.629
C  -3.596  0.478  0.741
C  -3.416  -0.844  1.128
C  -4.497  -1.703  1.226
C  -5.775  -1.260  0.934
C  -5.940  0.059  0.551
F  -7.180  0.506  0.262
C  -4.877  0.934  0.450
O  -0.147  0.150  -1.780
H  1.914  1.069  -1.637
H  4.378  1.217  -1.832
H  4.404  -0.367  -1.005
H  3.499  2.325  0.163
H  5.378  2.093  1.635
H  6.073  1.325  0.197
H  5.776  -0.848  1.119
H  5.713  0.005  2.662
H  3.407  -0.502  2.819
H  3.516  -1.344  1.254
H  -0.082  -3.008  -0.974
H  -2.562  -2.015  -1.461
H  -2.238  1.341  -3.118
H  -3.449  0.464  -2.140
H  -1.484  0.873  0.759
H  -2.488  2.204  1.366
H  -2.423  -1.202  1.356
H  -4.342  -2.728  1.529
H  -6.630  -1.913  0.999
H  -5.042  1.954  0.140

---

Entry 2:
This record from the OMol25 dataset describes a molecular structure, C4H4O2Sm in a non-equilibrium geometry. The level of theory is ωB97M-V/def2-TZVPD.

For the energy relative to the best compared isomer or geometry (same formula, charge and spin), the calculation gives 364.0 kJ/mol. Its LUMO energy (alpha / beta) is -10.087 / -9.875 eV. The total energy comes out at -962.38552 Eh. As for the spin multiplicity: 7. The total charge is +2. For the HOMO energy (alpha / beta), the calculation gives -14.101 / -14.103 eV.

Atoms and positions in Å:
C  -1.460  -0.692  -0.709
O  -1.355  0.574  -0.964
H  -2.211  0.943  -1.222
C  0.012  -1.453  -0.617
C  0.210  -0.724  0.638
C  0.775  0.477  0.749
O  0.679  1.638  1.039
Sm  1.833  3.903  1.572
H  -0.264  -2.509  -0.481
H  0.656  -1.220  -1.472
H  1.125  -0.937  1.466

---

Entry 3:
This record from the OMol25 dataset describes 2 unconnected molecules or ions with the total composition CH5ClNOPS in a non-equilibrium geometry. The level of theory is ωB97M-V/def2-TZVPD.

For the energy relative to the best compared isomer or geometry (same formula, charge and spin), the calculation gives 403.5 kJ/mol. Its LUMO energy (alpha / beta) is -2.454 / -2.478 eV. The total energy comes out at -1370.75295 Eh. For the HOMO energy (alpha / beta), the calculation gives -9.576 / -9.475 eV.

Atoms and positions in Å:
C  1.240  -0.795  0.502
N  -1.386  1.866  -0.436
O  0.610  0.248  -0.156
P  -0.982  0.262  -0.595
S  1.176  -2.670  -1.828
Cl  -1.983  -0.314  1.226
H  1.518  -1.669  -0.236
H  0.659  -1.161  1.292
H  2.157  -0.503  0.972
H  -1.409  2.429  -1.216
H  -1.600  2.308  0.474

---

Entry 4:
This record from the OMol25 dataset describes 9 unconnected molecules or ions with the total composition C30H25B2N7O20 in a non-equilibrium geometry. The level of theory is ωB97M-V/def2-TZVPD.

Its LUMO energy (alpha / beta) is -0.257 / -3.972 eV. The total energy comes out at -3096.00804 Eh. As for the spin multiplicity: 2. The total charge is -1. For the HOMO energy (alpha / beta), the calculation gives -7.175 / -7.175 eV.

Atoms and positions in Å:
O  -2.567  2.134  -0.578
C  -1.924  1.291  0.065
O  -0.874  0.477  -0.293
B  -0.515  -0.444  0.886
O  -1.496  -0.001  1.921
C  -2.296  0.970  1.539
O  -3.193  1.459  2.204
O  0.852  -0.227  1.418
C  1.428  -1.395  1.549
O  2.672  -1.615  1.957
C  0.388  -2.455  1.084
O  -0.777  -1.868  0.637
O  0.526  -3.708  1.039
O  4.556  1.047  3.469
C  3.674  1.908  3.708
O  2.701  2.206  2.914
B  1.898  3.351  3.479
O  2.728  3.749  4.620
C  3.690  2.889  4.894
O  4.505  2.814  5.808
O  1.775  4.422  2.453
C  0.447  4.626  2.136
O  -0.049  5.407  1.260
C  -0.356  3.783  3.143
O  0.449  3.027  3.910
O  -1.547  3.715  3.065
C  3.216  -3.877  -1.425
C  4.247  -3.549  -0.381
N  5.086  -3.317  0.438
H  2.216  -4.014  -1.014
H  3.574  -4.705  -2.037
H  3.212  -3.051  -2.136
C  0.448  -5.068  4.067
C  1.787  -4.571  3.675
N  2.852  -4.156  3.394
H  0.290  -6.129  4.263
H  -0.202  -4.976  3.196
H  0.017  -4.714  5.003
C  -3.429  0.855  -3.869
C  -3.007  2.077  -4.549
N  -2.648  3.089  -5.071
H  -3.037  0.716  -2.861
H  -3.002  0.059  -4.478
H  -4.492  0.622  -3.806
C  3.088  0.846  -1.012
C  4.175  0.128  -0.240
N  5.020  -0.401  0.328
H  3.021  1.818  -0.523
H  2.180  0.246  -0.958
H  3.654  1.084  -1.913
C  -2.133  5.442  -1.051
C  -3.093  5.066  -0.091
N  -3.775  4.717  0.850
H  -1.779  6.461  -1.208
H  -2.623  5.309  -2.015
H  -1.458  4.592  -1.156
C  1.999  1.218  -3.783
C  0.702  1.594  -3.366
C  0.344  2.915  -3.492
C  1.158  3.852  -4.126
C  2.468  3.496  -4.383
C  2.873  2.170  -4.279
N  0.476  5.174  -4.478
O  0.915  5.777  -5.419
O  -0.526  5.580  -3.936
H  2.388  0.219  -3.908
H  -0.063  0.913  -3.023
H  -0.574  3.369  -3.149
H  3.142  4.126  -4.944
H  3.867  1.918  -4.616
C  -3.437  -6.830  1.578
C  -3.631  -6.577  0.216
C  -3.626  -5.221  -0.161
C  -3.525  -4.252  0.835
C  -3.310  -4.526  2.205
C  -3.242  -5.892  2.587
N  -3.624  -2.743  0.491
O  -3.477  -2.503  -0.732
O  -3.872  -1.846  1.276
H  -3.294  -7.881  1.780
H  -3.767  -7.385  -0.488
H  -4.029  -4.821  -1.079
H  -3.258  -3.862  3.054
H  -3.180  -6.141  3.636